Record 1
C39H53OP2PtSi | ωB97M-V/def2-TZVPD

For the lowest unoccupied orbital energy, the calculation gives -10.698 eV. The HOMO-LUMO gap is 6.0 eV. The HOMO energy comes out at -0.614 Eh. As for the relative energy (zero: lowest compared OMol25 entry of this formula, charge and spin): 95.5 kJ/mol.

Geometry as ORCA input:
```
! wB97M-V def2-TZVPD RIJCOSX def2/J DEFGRID3
* xyz 3 1
Pt -0.05094 -0.05848 0.13285
C 2.02659 -2.02056 2.69379
C 2.56701 -0.70051 2.14519
P 2.10810 -0.46449 0.40937
C 2.84617 -1.76303 -0.56138
C 2.07676 -2.70968 -1.23460
C 2.70603 -3.71819 -1.94983
C 4.09161 -3.77999 -1.98872
C 4.86101 -2.83761 -1.31167
C 4.24464 -1.82845 -0.59326
C 2.70532 1.13352 -0.17511
C 2.81269 2.22497 0.70220
C 3.34973 3.41430 0.25582
C 3.78259 3.53590 -1.06481
C 3.67905 2.46200 -1.93823
C 3.14081 1.26044 -1.50436
C 0.52327 -1.97511 2.96820
P -0.63846 -1.75913 1.56776
C -2.19550 -1.24861 2.31222
C -2.69980 0.03253 2.10635
C -3.91265 0.40325 2.66805
C -4.61531 -0.50365 3.44879
C -4.10597 -1.78212 3.66835
C -2.90519 -2.15991 3.09577
C -0.96408 -3.34179 0.78198
C -0.05911 -4.39848 0.85529
C -0.37010 -5.61273 0.26327
C -1.58029 -5.77607 -0.39937
C -2.49156 -4.72530 -0.46011
C -2.19012 -3.51051 0.12986
H 2.52491 -2.22954 3.64027
H 2.29732 -2.83544 2.01647
H 3.65947 -0.67075 2.17130
H 2.17746 0.14926 2.70955
H 0.99711 -2.67074 -1.18075
H 2.11277 -4.45958 -2.46920
H 4.57924 -4.56806 -2.54732
H 5.94059 -2.89189 -1.34678
H 4.84942 -1.09088 -0.07703
H 2.48197 2.13050 1.72744
H 3.45576 4.24912 0.93584
H 4.22042 4.46597 -1.40332
H 4.04191 2.55360 -2.95386
H 3.11787 0.40917 -2.17097
H 0.30337 -1.11178 3.60330
H 0.18143 -2.86566 3.50107
H -2.11716 0.76553 1.55258
H -4.30510 1.39957 2.50891
H -5.55938 -0.21617 3.89163
H -4.65288 -2.48506 4.28181
H -2.53254 -3.16731 3.24761
H 0.88219 -4.29344 1.38193
H 0.32659 -6.43719 0.33467
H -1.82413 -6.72825 -0.85111
H -3.44870 -4.86380 -0.94563
H -2.91937 -2.70893 0.11974
C 0.55249 2.77379 4.45895
C -0.23046 2.49768 3.21084
C -1.46681 3.32231 3.00547
O 0.12155 1.65108 2.39923
H 0.82652 3.82951 4.50805
H 1.44763 2.15739 4.51410
H -0.07081 2.58135 5.33502
H -1.18464 4.36944 2.86896
H -2.09885 3.28932 3.89474
H -2.03212 2.98382 2.13859
C -3.03406 1.55270 -0.95074
Si -1.28254 1.50017 -1.62758
C -0.75893 3.24320 -2.05610
C 0.33737 3.36142 -3.11387
C -1.95938 4.12458 -2.42537
C -0.19759 3.72557 -0.69269
C -0.98112 -0.12887 -2.96252
C -1.86991 0.78325 -3.77803
C 0.44147 -0.27261 -3.43293
C -1.61832 -1.41014 -2.51483
H -3.68568 1.92830 -1.74414
H -3.10234 2.29575 -0.15072
H -3.42345 0.60675 -0.57767
H -0.04868 3.22448 -4.12553
H 1.15415 2.65834 -2.94842
H 0.75899 4.36891 -3.07136
H -2.45856 3.79794 -3.34020
H -1.59226 5.13972 -2.59543
H -2.70375 4.17511 -1.63160
H 0.69885 3.17672 -0.38723
H -0.93695 3.65772 0.11175
H 0.06844 4.78071 -0.79548
H -1.50050 1.80417 -3.90963
H -2.91729 0.76057 -3.48687
H -1.81395 0.35701 -4.79511
H 0.81239 0.62632 -3.92021
H 0.46842 -1.08133 -4.17393
H 1.09690 -0.57513 -2.62494
H -2.61535 -1.26558 -2.09930
H -0.99384 -1.94772 -1.81147
H -1.73985 -2.04446 -3.40363
*
```

Record 2
C11H29AuN2SiTe | ωB97M-V/def2-TZVPD

For the lowest unoccupied orbital energy (spin up / spin down), the calculation gives 0.502 / -1.791 eV. The HOMO-LUMO gap (spin up / spin down) is 7.9 / 5.7 eV. The HOMO energy (spin up / spin down) comes out at -0.272 / -0.275 Eh. As for the relative energy (zero: lowest compared OMol25 entry of this formula, charge and spin): 2572.8 kJ/mol.

Geometry as ORCA input:
```
! wB97M-V def2-TZVPD RIJCOSX def2/J DEFGRID3
* xyz 0 3
Au -0.98266 -0.33278 -1.48693
N -1.06817 1.76939 -2.96573
C -1.92501 2.71626 -2.16845
C -3.55786 2.01009 -1.99342
N -3.29640 1.25675 -0.73830
H -0.17738 2.07918 -2.95607
H -1.57374 1.36355 -3.86892
H -1.86588 3.49298 -2.91934
H -1.27547 2.89444 -1.64371
H -4.03981 1.61014 -2.85861
H -4.16364 2.98463 -1.60317
H -4.03137 0.48221 -0.59338
H -2.67524 1.81544 -0.25526
C 1.86163 0.50705 -0.67126
Si 0.79466 -0.57446 -0.07775
C 1.52226 -2.34286 0.50188
C 1.64680 -3.01294 -0.68794
C 2.55909 -2.52831 1.19106
C 0.25002 -3.01245 0.82534
C 0.40300 0.29215 1.67818
C 1.53773 0.86408 2.61900
C -0.90928 -0.29927 2.22465
C 0.17613 2.16277 1.23735
H 2.91328 0.49161 -0.05649
H 2.25409 1.28815 -0.85811
H 2.71794 0.10703 -1.35511
H 2.49559 -2.14182 -1.26989
H 1.06276 -2.80574 -1.99040
H 1.90214 -4.02080 -1.09940
H 3.39306 -1.59321 0.83242
H 3.00201 -3.25148 1.44239
H 1.94690 -2.36524 2.19472
H -0.71265 -2.65672 0.13599
H 0.03428 -2.90591 2.21181
H -0.18086 -4.04314 1.07436
H 1.63876 0.03181 2.97235
H 1.46887 1.52472 3.31083
H 2.58816 0.96332 2.21575
H -0.51405 -1.04173 2.72596
H -1.68486 0.30488 1.61983
H -1.03408 0.94402 3.09969
H 0.92399 2.68834 0.66917
H -0.26041 2.63888 1.90766
H -0.88409 1.97399 0.41329
Te -2.28024 -2.32901 -2.98601
*
```

Record 3
C4H10O2S | ωB97M-V/def2-TZVPD

For the lowest unoccupied orbital energy, the calculation gives 0.520 eV. The HOMO-LUMO gap is 9.6 eV. The HOMO energy comes out at -0.332 Eh. As for the relative energy (zero: lowest compared OMol25 entry of this formula, charge and spin): 210.0 kJ/mol. As for the SMILES: O=CCCCS.O.

Geometry as ORCA input:
```
! wB97M-V def2-TZVPD RIJCOSX def2/J DEFGRID3
* xyz 0 1
O 2.46414 2.32291 0.04820
C 2.30287 1.09553 -0.24856
C 1.44138 0.13712 0.42748
C -0.08773 0.71028 0.67316
C -0.90805 -0.41857 1.41821
S -2.34614 0.21049 2.26927
H 2.98842 0.75116 -1.03038
H 1.27546 -1.01245 0.01227
H 1.92237 0.01899 1.39678
H -0.57185 0.86419 -0.33206
H -0.19384 1.70840 1.13057
H -1.14931 -1.18074 0.67194
H -0.17684 -0.92944 2.15164
H -2.79712 1.08678 1.33230
H -2.14509 -1.62514 -3.38218
H -0.72594 -2.08233 -3.59908
O -1.29271 -1.65716 -2.93955
*
```

Record 4
C24H45ILaP2 | ωB97M-V/def2-TZVPD

For the lowest unoccupied orbital energy, the calculation gives -3.399 eV. The HOMO-LUMO gap is 6.6 eV. The HOMO energy comes out at -0.368 Eh. As for the relative energy (zero: lowest compared OMol25 entry of this formula, charge and spin): 154.6 kJ/mol.

Geometry as ORCA input:
```
! wB97M-V def2-TZVPD RIJCOSX def2/J DEFGRID3
* xyz 1 1
La -0.10381 0.23613 -1.22282
C 0.26569 2.78132 -2.27333
C 1.17983 3.03692 -1.21352
C 1.95425 1.19812 -2.37263
C 0.77486 1.68648 -3.04979
C 2.15472 2.01676 -1.20624
C -1.03698 3.48441 -2.43834
H -1.79407 3.21974 -1.66850
H -1.46141 3.26739 -3.43079
H -0.87079 4.57174 -2.34879
C 0.03956 0.88236 -4.07729
H -0.60249 1.54090 -4.68531
H -0.61708 0.03484 -3.68753
H 0.74842 0.39366 -4.75589
C 2.45455 -0.19813 -2.51169
H 2.38966 -0.53593 -3.55581
H 1.87526 -0.98951 -1.90306
H 3.50214 -0.25930 -2.17802
C 3.09532 1.75624 -0.07676
H 3.66702 2.66759 0.15257
H 3.80603 0.96208 -0.33496
H 2.58351 1.46518 0.85749
C 1.06427 4.14172 -0.22601
H 1.06234 5.11116 -0.75393
H 1.89308 4.15577 0.48911
H 0.13209 4.09189 0.34562
C -2.56553 -0.75502 3.27037
C -2.92131 0.51990 3.47188
C -2.49180 1.37733 4.63724
C -1.19624 1.00525 5.39582
C 0.07072 0.72054 4.62786
C 0.27842 -0.33234 3.82073
C -0.34779 -1.66433 4.01419
C -1.87013 -1.64717 4.25870
H -3.31949 1.34032 5.36844
H -1.45523 0.12121 6.00563
H -2.48896 2.42688 4.30742
H -2.16261 -1.38348 5.28718
H -2.73990 -1.21661 2.28360
H -3.62853 0.97493 2.76491
H -2.23788 -2.67982 4.12972
H -0.12671 -2.23684 3.11274
H 0.96681 -0.25516 2.97203
H 0.13988 -2.18088 4.85418
H -0.98238 1.85837 6.07515
H 0.93507 1.38146 4.83346
P -2.71821 -0.34870 -2.19868
C -3.22538 0.12547 -3.91280
H -4.21054 -0.32012 -4.12230
H -2.49258 -0.24049 -4.64382
H -3.28710 1.21987 -3.99599
C -2.88675 -2.17155 -2.42800
H -3.90364 -2.39005 -2.78600
H -2.71350 -2.68866 -1.47586
H -2.14994 -2.52842 -3.15972
C -4.33133 -0.00720 -1.39053
H -5.12212 -0.50365 -1.97175
H -4.50658 1.07573 -1.37357
H -4.33269 -0.38040 -0.35991
P 2.91106 -2.39638 -0.38220
C 4.69906 -2.02987 -0.06032
H 5.26188 -2.97057 0.03596
H 4.79269 -1.46145 0.87305
H 5.13468 -1.43209 -0.87138
C 2.76484 -3.77205 0.82638
H 3.57680 -4.50075 0.69203
H 1.79684 -4.26212 0.67526
H 2.80060 -3.36584 1.84390
C 3.24798 -3.44963 -1.86331
H 3.91390 -4.28539 -1.60334
H 3.70761 -2.85403 -2.66178
H 2.29708 -3.84556 -2.23960
I -1.03703 1.68984 1.18925
*
```

Record 5
C25H43N2O34S8 | ωB97M-V/def2-TZVPD

For the lowest unoccupied orbital energy, the calculation gives 1.190 eV. The HOMO-LUMO gap is 5.5 eV. The HOMO energy comes out at -0.158 Eh.

Geometry as ORCA input:
```
! wB97M-V def2-TZVPD RIJCOSX def2/J DEFGRID3
* xyz -1 1
N 4.02543 0.24413 -1.90260
C 5.00292 -0.45677 -1.01864
N 4.40786 -1.09796 0.19138
C 3.23104 -1.96714 -0.11426
C 1.81089 -1.18454 -0.07151
C 0.95040 -1.15288 -1.37644
C -0.41248 -0.36132 -1.37130
C -0.80000 0.34111 -0.05247
C 0.03863 0.31277 1.24814
C 1.38636 -0.47400 1.23712
C 6.03730 0.68241 -0.46875
O 6.22661 1.76990 -1.12406
O 6.74055 0.43894 0.71836
H 3.61026 -0.41263 -2.58929
H 3.29968 0.73949 -1.37020
H 5.54106 -1.22513 -1.66940
H 4.22433 -0.42850 0.94866
H 3.16953 -2.73935 0.74860
H 3.31554 -2.56104 -1.09445
H 1.24281 -1.65492 -2.35318
H -1.03956 -0.34951 -2.33206
H -1.77975 0.94087 -0.04747
H -0.36142 0.89946 2.13812
H 2.02645 -0.50575 2.18776
C 5.09103 4.76677 -2.58358
C 4.54884 4.58913 -3.99206
O 3.13715 4.44373 -3.82914
S 2.65851 5.32000 -2.55109
O 2.15679 6.57678 -3.02891
O 1.91244 4.47022 -1.67275
O 4.12278 5.57341 -1.90440
H 5.16080 3.80766 -2.06385
H 6.06630 5.25461 -2.57547
H 4.97081 3.71790 -4.49270
H 4.72876 5.48103 -4.60077
C 0.22213 6.57597 0.00358
C 0.97287 7.50688 0.94203
O 0.04750 8.55114 1.24618
S -1.45628 7.93949 1.24396
O -1.82340 7.64739 2.60025
O -2.26806 8.74031 0.37668
O -1.12129 6.54208 0.49649
H 0.20200 6.97449 -1.01325
H 0.64786 5.57270 -0.00932
H 1.87714 7.91330 0.48872
H 1.23104 7.00127 1.87733
C -4.25411 3.90371 -1.10039
C -4.72664 4.45752 -2.43644
O -3.81299 5.50891 -2.74523
S -2.34981 5.13368 -2.14402
O -1.56344 4.56206 -3.19718
O -1.89458 6.22899 -1.33724
O -2.82841 3.93355 -1.16204
H -4.57297 4.54361 -0.27265
H -4.60634 2.88589 -0.92782
H -5.74808 4.83593 -2.39206
H -4.65263 3.70259 -3.22505
C 7.70262 -4.64333 -2.41809
C 7.16341 -4.81363 -3.83008
O 5.75106 -4.94698 -3.67316
S 5.27656 -4.06787 -2.39224
O 4.78990 -2.80719 -2.86844
O 4.52031 -4.91341 -1.51935
O 6.74283 -3.83233 -1.74269
H 7.76189 -5.60451 -1.89943
H 8.68210 -4.16399 -2.40544
H 7.57916 -5.68759 -4.33187
H 7.35367 -3.92231 -4.43528
C -2.79181 -4.51325 2.80625
C -1.40697 -4.09886 2.33060
O -1.64079 -3.16934 1.27528
S -3.00794 -2.34829 1.58294
O -2.65553 -1.09874 2.18834
O -3.86275 -2.44511 0.43909
O -3.58306 -3.32716 2.74595
H -3.23526 -5.25332 2.13357
H -2.77742 -4.90983 3.82232
H -0.81865 -4.94480 1.97469
H -0.85659 -3.58077 3.12173
C -8.41557 -2.47508 3.40388
C -8.92343 -2.44209 1.96992
O -8.01564 -1.58969 1.27394
S -6.53712 -1.73910 1.93343
O -5.78142 -2.66589 1.14344
O -6.05730 -0.43280 2.26683
O -6.99221 -2.48979 3.30095
H -8.70889 -1.57209 3.94696
H -8.76696 -3.35390 3.94600
H -9.94178 -2.05972 1.89827
H -8.87467 -3.43397 1.51077
C -9.62740 -6.11103 -0.69793
C -10.38136 -6.87099 -1.77840
O -11.75442 -6.79632 -1.39407
S -12.01515 -5.38786 -0.63069
O -12.55315 -4.45676 -1.57688
O -12.63866 -5.66442 0.62793
O -10.46157 -5.00001 -0.36584
H -9.50085 -6.72251 0.19998
H -8.65152 -5.76544 -1.04115
H -10.05983 -7.90942 -1.85786
H -10.27575 -6.38242 -2.75145
C 7.91724 1.41081 4.64024
C 8.75420 1.19331 3.39036
O 9.69190 0.17135 3.74626
S 8.99923 -0.83123 4.81532
O 8.50253 -1.97331 4.10758
O 9.85986 -0.94020 5.95713
O 7.73721 0.11091 5.20609
H 8.44925 2.02862 5.37034
H 6.95233 1.86603 4.41515
H 9.27282 2.09842 3.07423
H 8.14119 0.81881 2.56470
*
```